{
  "formula": "C7H10NO2",
  "method": "ωB97M-V/def2-TZVPD",
  "charge": 1,
  "e_homo_ev": -12.4,
  "gap_ev": 8.715,
  "max_force_ha_per_bohr": 0.096,
  "lumo_ev": -3.7,
  "spin_multiplicity": 1,
  "species": ["C", "C", "C", "O", "C", "C", "C", "O", "C", "N", "H", "H", "H", "H", "H", "H", "H", "H", "H", "H"],
  "xyz": [[-0.97168, 1.93996, -0.67712], [-0.64372, 0.70250, 0.10902], [0.81912, 0.33793, 0.18931], [1.93706, 0.93392, 0.57394], [2.93283, 0.11233, 0.24478], [2.46565, -1.03732, -0.30536], [1.05252, -0.83161, -0.37383], [-0.11192, -1.46272, -0.78263], [-1.13079, -0.63487, -0.41462], [-1.79370, -1.36550, 0.83692], [-1.34752, 1.84160, -1.60014], [0.03618, 2.43069, -0.92661], [-1.58415, 2.73103, -0.15411], [-1.07596, 0.76314, 1.09897], [4.01871, 0.32041, 0.52938], [3.08149, -1.81821, -0.59838], [-1.90650, -0.42232, -1.18734], [-2.55923, -0.78311, 1.15634], [-1.25255, -1.42718, 1.78899], [-1.96582, -2.33066, 0.49248]],
  "forces_ev_per_a": [[2.82, 3.13, 2.54], [0.95, 0.25, 1.00], [-1.54, 0.60, -0.03], [0.04, 1.83, 0.66], [2.39, -1.14, 0.41], [-0.83, 0.67, -0.16], [0.91, -0.65, 0.35], [0.28, -0.79, -1.13], [-0.67, 0.53, 0.80], [1.23, -0.32, 0.94], [-1.81, -1.05, -3.38], [-1.41, -0.34, 0.58], [0.66, -1.11, -0.29], [-0.04, 0.58, 0.47], [-2.06, 0.17, -0.40], [0.73, -1.34, -0.59], [0.24, -1.18, 0.59], [-1.12, -0.54, -0.47], [-0.14, 0.05, -2.59], [-0.65, 0.66, 0.72]]
}